w:
{
  "formula": "CH4S2",
  "method": "ωB97M-V/def2-TZVPD",
  "smiles": "C=S.S",
  "charge": 0,
  "lumo_ev": -0.73,
  "gap_ev": 8.406,
  "homo_energy_ev": -9.14,
  "molar_mass_g_mol": 80.18,
  "symbols": ["C", "S", "H", "H", "S", "H", "H"],
  "coordinates": [[1.724, 0.516, 0.291], [1.476, -1.056, 0.055], [2.413, 1.203, -0.250], [1.274, 1.182, 1.092], [-2.274, -0.319, 0.174], [-3.094, -1.103, -0.554], [-1.094, -0.856, -0.335]]
}

---

x:
{
  "formula": "CH4S2",
  "method": "ωB97M-V/def2-TZVPD",
  "smiles": "CSS",
  "charge": 0,
  "lumo_ev": 0.68,
  "gap_ev": 9.699,
  "homo_energy_ev": -9.02,
  "molar_mass_g_mol": 80.18,
  "symbols": ["C", "S", "S", "H", "H", "H", "H"],
  "coordinates": [[-0.874, -0.212, 0.213], [0.101, 0.813, -0.985], [1.862, -0.134, -0.802], [-1.490, 0.423, 0.811], [-1.495, -0.909, -0.299], [-0.189, -0.743, 0.858], [2.085, 0.762, 0.204]]
}

---

Stability, lowest: w

---

w:
{
  "formula": "C2H6N3O",
  "method": "ωB97M-V/def2-TZVPD",
  "smiles": "[NH3+]N1CNC1=O",
  "charge": 1,
  "lumo_ev": -4.05,
  "gap_ev": 10.917,
  "homo_energy_ev": -14.97,
  "molar_mass_g_mol": 88.09,
  "symbols": ["N", "N", "C", "N", "C", "O", "H", "H", "H", "H", "H", "H"],
  "coordinates": [[-0.401, 1.385, -0.027], [0.350, 0.297, -0.446], [0.066, -1.107, -0.097], [1.571, -1.250, 0.024], [1.778, 0.076, -0.105], [2.489, 0.966, 0.099], [0.121, 2.113, -0.388], [-0.463, 1.349, 0.956], [-1.397, 1.434, -0.418], [-0.497, -1.597, -0.987], [-0.478, -1.405, 0.738], [2.189, -1.997, -0.208]]
}

---

x:
{
  "formula": "C2H6N3O",
  "method": "ωB97M-V/def2-TZVPD",
  "charge": 1,
  "lumo_ev": -4.30,
  "gap_ev": 11.119,
  "homo_energy_ev": -15.42,
  "molar_mass_g_mol": 88.09,
  "symbols": ["C", "C", "N", "N", "N", "O", "H", "H", "H", "H", "H", "H"],
  "coordinates": [[-0.801, 1.358, -0.414], [0.881, 0.184, 0.072], [0.445, 1.144, -0.750], [-1.174, 0.576, 0.592], [2.079, -0.330, 0.119], [-0.094, -0.203, 0.927], [-1.435, 2.081, -0.893], [-1.274, -1.994, -0.187], [-1.689, -2.177, -0.825], [-2.034, 0.406, 1.095], [2.785, 0.007, -0.523], [2.311, -1.052, 0.788]]
}

---

Stability, lowest: w